No. 1
DFT (ωB97M-V/def2-TZVPD) results for the molecule C28H33NO3.

The value obtained for the largest force on an atom is 2.49 eV Å⁻¹. Its LUMO energy is 0.51 eV. The energy above the lowest of the compared OMol25 structures with the same formula, charge and spin comes out at 173.4 kJ/mol. Its net charge is 0. As for the spin multiplicity: 1. The frontier orbital gap comes out at 8.1 eV. Its calculated total energy is -1367.12049 Eh. Its SMILES is CCOC(=O)[C@@]1([C@H](c2ccccc2)c2c(C)n(C)c3ccccc23)CCCCCCC1=O.

```
65
Properties=species:S:1:pos:R:3:mulliken_charge:R:1
C 2.893 -3.049 1.219 -1.4845
C 2.508 -1.598 1.166 0.2174
O 1.086 -1.541 1.060 -0.0043
C 0.407 -0.491 1.651 -0.3413
O 0.874 0.226 2.507 -0.6650
C -1.004 -0.477 1.058 2.3631
C -0.401 0.886 0.012 1.0762
C -1.188 1.250 -1.233 1.0799
C -0.618 1.825 -2.391 -0.6719
C -1.415 2.179 -3.493 -0.9544
C -2.789 1.919 -3.451 -0.6398
C -3.376 1.392 -2.287 -0.9701
C -2.578 1.159 -1.159 -0.8870
C 1.038 1.278 -0.146 -0.3318
C 1.761 2.173 0.677 0.4497
C 1.302 2.992 1.814 -1.9634
N 3.057 2.236 0.234 0.1983
C 4.141 2.926 0.917 -0.9377
C 3.215 1.441 -0.906 0.6810
C 4.352 1.179 -1.648 -1.2533
C 4.212 0.269 -2.712 -0.6308
C 2.971 -0.320 -3.021 -1.1961
C 1.837 -0.058 -2.243 0.5090
C 1.953 0.800 -1.148 0.0406
C -1.274 -1.966 1.482 -1.5740
C -1.482 -3.079 0.516 -0.7805
C -2.817 -2.910 -0.202 -0.6734
C -4.038 -2.611 0.714 -0.9310
C -4.257 -1.101 0.936 0.0222
C -3.526 -0.372 2.077 -1.5411
C -2.090 0.239 1.903 -0.1183
O -1.865 1.305 2.487 -0.5947
H 3.974 -3.157 1.169 0.4447
H 2.545 -3.504 2.150 0.3580
H 2.445 -3.586 0.380 0.2769
H 2.839 -1.028 2.035 0.3859
H 2.894 -1.127 0.260 -0.1412
H -0.713 1.611 0.798 0.0400
H 0.433 2.095 -2.451 0.4808
H -0.949 2.657 -4.366 0.4159
H -3.400 2.105 -4.346 0.3511
H -4.449 1.181 -2.226 0.4299
H -3.043 1.026 -0.169 0.9626
H 0.217 3.126 1.799 0.3539
H 1.550 2.497 2.763 0.2984
H 1.773 3.984 1.812 0.5694
H 5.038 2.796 0.304 0.3481
H 3.903 3.993 1.038 0.2801
H 4.311 2.480 1.911 0.2963
H 5.308 1.649 -1.355 0.2535
H 5.092 0.024 -3.306 0.3901
H 2.909 -1.012 -3.868 0.3831
H 0.863 -0.475 -2.496 0.5525
H -0.431 -2.254 2.134 0.3981
H -2.136 -1.946 2.162 0.9440
H -1.470 -4.016 1.107 0.3945
H -0.651 -3.159 -0.206 0.2618
H -3.023 -3.797 -0.816 0.4925
H -2.697 -2.053 -0.884 0.1837
H -4.030 -3.164 1.666 0.3392
H -4.926 -2.971 0.172 0.3898
H -5.337 -0.963 1.131 0.4388
H -4.064 -0.594 -0.017 -0.0743
H -3.487 -1.002 2.987 0.5892
H -4.175 0.484 2.339 0.4195
```

No. 2
DFT (ωB97M-V/def2-TZVPD) results for a cluster of 2 separate species, C28H33OSi in total.

The value obtained for the largest force on an atom is 2.24 eV Å⁻¹. Its LUMO energy is -4.80 eV. The energy above the lowest of the compared OMol25 structures with the same formula, charge and spin comes out at 124.1 kJ/mol. Its net charge is +1. As for the spin multiplicity: 1. The frontier orbital gap comes out at 6.1 eV. Its calculated total energy is -1451.24551 Eh.

```
63
Properties=species:S:1:pos:R:3:mulliken_charge:R:1
C -4.874 1.115 1.653 -1.0159
Si -3.847 1.980 0.364 0.2733
C -4.774 2.027 -1.251 -0.9458
C -3.363 3.662 1.011 -1.1130
O -2.350 1.212 0.096 -0.4349
C -1.794 0.306 -0.785 0.4154
C -0.413 0.400 -0.951 -0.7301
C -2.671 -0.723 -1.413 0.1929
C -2.633 -0.909 -2.819 -0.4108
C -3.547 -1.765 -3.444 -0.6766
C -4.401 -2.562 -2.679 -0.4943
C -4.377 -2.453 -1.293 -0.9278
C -3.568 -1.509 -0.656 0.3620
H -5.735 1.763 1.872 0.4304
H -5.267 0.153 1.313 0.3207
H -4.335 0.956 2.591 0.3432
H -5.721 2.560 -1.085 0.3931
H -4.200 2.564 -2.013 0.3269
H -5.003 1.024 -1.634 0.2797
H -4.270 4.228 1.264 0.3587
H -2.745 3.585 1.913 0.3221
H -2.799 4.230 0.265 0.3010
H 0.051 -0.423 -1.520 0.4650
H -0.043 1.469 -1.107 0.2892
H -1.889 -0.325 -3.378 0.3972
H -3.558 -1.821 -4.529 0.4228
H -5.036 -3.289 -3.159 0.4248
H -4.989 -3.103 -0.671 0.4157
H -3.600 -1.391 0.432 0.3361
C -1.239 -4.250 3.381 -1.4584
C -0.631 -3.136 2.590 1.0530
C -1.369 -1.958 2.431 -0.6265
C -0.813 -0.848 1.818 -0.4270
C 0.485 -0.887 1.268 0.5642
C 1.050 0.305 0.656 0.0233
C 2.429 0.310 0.336 -0.5457
C 3.097 1.375 -0.251 0.0916
C 4.511 1.409 -0.477 0.5043
C 5.168 2.606 -0.875 -0.7103
C 6.532 2.623 -1.133 -0.5492
C 7.304 1.455 -1.031 1.0061
C 8.761 1.477 -1.393 -1.3990
C 6.682 0.283 -0.575 -0.7299
C 5.325 0.254 -0.297 -0.6534
C 1.168 -2.135 1.300 -0.8889
C 0.644 -3.211 2.009 -0.8670
H -0.542 -5.087 3.458 0.3667
H -1.508 -3.913 4.394 0.3467
H -2.163 -4.609 2.904 0.3175
H -2.395 -1.899 2.807 0.4323
H -1.372 0.080 1.719 0.4185
H 0.580 1.301 0.921 0.6847
H 3.030 -0.566 0.601 0.1822
H 2.505 2.250 -0.552 0.3579
H 4.576 3.514 -0.981 0.3636
H 7.032 3.545 -1.445 0.3894
H 9.193 0.491 -1.229 0.3541
H 8.893 1.755 -2.442 0.3320
H 9.304 2.209 -0.787 0.3389
H 7.293 -0.612 -0.463 0.2981
H 4.884 -0.684 0.035 0.3470
H 2.127 -2.270 0.790 0.4269
H 1.206 -4.139 2.126 0.3349
```

No. 3
DFT (ωB97M-V/def2-TZVPD) results for a structure of composition C28H34AsLuN3PS5.

The value obtained for the largest force on an atom is 3.50 eV Å⁻¹. Its LUMO energy (alpha / beta) is 3.86 / 3.85 eV. The energy above the lowest of the compared OMol25 structures with the same formula, charge and spin comes out at 0.0 kJ/mol. Its net charge is -2. As for the spin multiplicity: 1. The frontier orbital gap (alpha / beta) comes out at 2.0 / 5.0 eV. Its calculated total energy is -7055.24993 Eh.

```
73
Properties=species:S:1:pos:R:3:mulliken_charge:R:1
Lu 9.758 8.730 12.111 0.1077
C 8.047 10.946 14.060 -1.1586
C 7.451 9.519 14.293 -0.8388
N 8.332 8.379 13.931 0.6488
C 9.097 7.861 15.091 -0.7594
C 10.096 8.766 15.672 -0.2662
S 11.168 9.429 14.421 0.1414
C 11.030 11.267 14.500 0.3487
C 10.210 11.822 13.335 -1.4093
N 9.101 10.908 12.986 0.7003
H 8.429 11.339 15.006 0.1977
H 7.206 11.511 13.611 0.6298
H 6.605 9.474 13.618 0.4909
H 7.020 9.383 15.357 0.4338
H 7.674 7.651 13.693 -0.4558
H 9.614 7.005 14.699 0.2408
H 8.345 7.470 15.804 0.3732
H 10.741 8.154 16.305 0.4420
H 9.810 9.569 16.355 -0.1111
H 12.078 11.717 14.487 -0.3251
H 10.520 11.510 15.411 0.1572
H 10.907 11.991 12.484 0.5458
H 9.826 12.747 13.604 0.3996
H 8.649 11.329 12.163 0.1255
C 17.007 10.462 9.312 -1.6572
C 16.933 9.313 8.242 0.6133
C 17.827 9.358 7.178 -0.4195
C 17.882 8.317 6.215 -0.5758
C 17.002 7.258 6.339 -0.6553
C 16.035 7.198 7.384 -0.1032
C 15.943 8.249 8.326 0.4846
P 14.703 8.163 9.664 0.0249
C 14.603 6.341 10.034 0.8576
C 15.535 5.887 10.968 -1.1264
C 15.629 4.566 11.317 -0.5049
C 14.834 3.626 10.686 -0.7171
C 13.922 4.081 9.697 -0.8249
C 13.763 5.438 9.376 1.0371
C 12.626 5.678 8.403 -1.5436
C 13.143 8.885 9.087 0.4274
C 13.182 9.212 7.690 -0.2809
C 12.504 10.372 7.268 -0.9851
C 11.827 11.154 8.202 -0.5987
C 11.722 10.816 9.534 -0.0706
C 12.262 9.613 10.018 0.6261
C 12.172 9.160 11.335 -1.8559
H 18.065 10.694 9.579 0.4223
H 16.586 10.131 10.234 0.4814
H 16.567 11.425 8.905 0.2680
H 18.581 10.165 7.031 0.3092
H 18.571 8.243 5.368 0.3284
H 17.053 6.552 5.521 0.3579
H 15.403 6.313 7.434 0.2593
H 16.120 6.631 11.417 0.4820
H 16.359 4.296 12.065 0.3800
H 14.716 2.598 11.053 0.3229
H 13.370 3.440 9.032 0.4169
H 12.834 5.189 7.447 0.3872
H 12.403 6.758 8.311 0.0901
H 11.754 5.155 8.836 0.5287
H 13.632 8.550 7.000 0.5206
H 12.496 10.677 6.229 0.3496
H 11.271 11.974 7.858 0.4366
H 11.189 11.452 10.267 -0.0891
H 12.498 9.919 12.014 0.2921
H 12.529 8.195 11.582 0.6784
S 9.033 5.027 13.110 -0.3539
As 6.872 4.628 13.202 0.0475
S 9.328 6.120 11.403 -0.4407
S 7.124 10.940 8.941 -0.5064
S 5.822 6.402 13.603 -0.5557
N 8.702 9.457 10.558 -0.6383
C 7.954 10.110 9.929 0.4147
```